No. 1
Formula: C2H2O3S
Source: OMol25
Level of theory: the ωB97M-V functional and the def2-TZVPD basis

```
8
Properties=species:S:1:pos:R:3:mulliken_charge:R:1
O -0.0735 1.5353 -0.7280 -0.476
C -0.6842 0.5727 -0.5070 0.427
O -1.9583 0.3367 -0.7995 -0.409
C -0.0653 -0.5736 0.2365 0.544
O -0.6495 -1.5698 0.4498 -0.430
S 1.6575 -0.1389 0.6351 -0.179
H -2.4092 1.1308 -1.1601 0.367
H 1.8353 -1.3201 1.2424 0.155
```

Properties
Energy above the lowest of the compared OMol25 structures with the same formula, charge and spin in eV: 0.5118
Spin multiplicity: 1
Molecular weight in g mol⁻¹: 106.1
SMILES: O=C(O)C(=O)S
E_LUMO in eV: -0.16
HOMO level in eV: -10.3
E_tot in hartree: -701.32161



No. 2
Formula: C24H56HgN9O11
Source: OMol25
Level of theory: the ωB97M-V functional and the def2-TZVPD basis

```
101
Properties=species:S:1:pos:R:3:mulliken_charge:R:1
Hg -8.8920 21.2497 15.3070 0.948
N -10.9129 24.7609 16.0199 1.157
O -11.3652 23.7126 16.5102 -0.423
O -11.3227 25.8758 16.4010 -0.490
O -10.0136 24.5647 15.2842 -0.431
C -7.4779 28.0275 12.8043 -0.988
C -8.5978 28.8252 12.3385 0.701
O -8.9696 28.8594 11.1393 -0.635
N -9.1825 29.5202 13.3976 -0.213
C -10.5145 30.2374 13.4306 -0.790
H -6.5245 28.5551 12.7773 0.270
H -7.4315 27.0963 12.2397 0.249
H -7.5117 27.6596 13.8298 0.318
H -8.6739 29.6107 14.2655 0.230
H -11.0925 29.6622 14.1539 0.262
H -11.0450 30.3832 12.4897 0.303
H -10.4626 31.2626 13.7970 0.300
C -6.0651 21.9476 20.4144 -0.840
C -7.2089 22.7064 19.9978 0.637
O -7.5530 22.7028 18.8106 -0.656
N -7.8390 23.4877 20.8875 -0.156
C -8.8882 24.4185 20.6410 -0.808
H -6.2391 20.8918 20.2068 0.263
H -5.8934 22.0206 21.4884 0.338
H -5.2069 22.2862 19.8340 0.187
H -7.6066 23.1573 21.8132 0.221
H -9.0216 24.9053 21.6071 0.346
H -9.7503 23.8360 20.3162 0.261
H -8.5053 25.1907 19.9737 0.248
C -12.7971 18.3013 12.9739 -1.049
C -12.9695 19.8725 12.9013 0.698
O -11.9221 20.5411 13.0597 -0.592
N -14.2056 20.3732 12.7517 -0.167
C -14.4712 21.8097 12.7977 -0.765
H -12.5212 17.8786 12.0078 0.287
H -13.8104 17.9087 13.0594 0.319
H -12.2936 17.7709 13.7821 0.306
H -14.9802 19.7312 12.6625 0.228
H -13.6900 22.2785 12.1993 0.231
H -14.5674 22.1787 13.8188 0.258
H -15.3828 22.0525 12.2516 0.348
C -6.2717 22.1229 9.5535 -0.848
C -7.6586 22.5118 10.0241 0.622
O -7.9645 22.3939 11.2122 -0.678
N -8.4832 22.8849 9.0462 -0.135
C -9.7868 23.4760 9.1866 -0.794
H -6.2814 22.0577 8.4655 0.343
H -6.1252 21.1648 10.0521 0.219
H -5.5294 22.8199 9.9423 0.234
H -8.0103 22.7718 8.1610 0.185
H -10.3372 23.4368 8.2465 0.324
H -9.7629 24.5363 9.4383 0.280
H -10.3348 22.9678 9.9800 0.253
C -11.1858 17.4277 20.1095 -1.084
C -11.3222 18.8318 19.3608 0.614
O -10.6744 19.1523 18.3503 -0.664
N -12.3137 19.6338 19.7005 -0.076
C -13.1386 19.4281 20.8873 -0.993
H -10.4986 17.5927 20.9394 0.311
H -10.6570 16.7628 19.4266 0.316
H -12.1184 16.9424 20.3973 0.354
H -12.2886 20.5469 19.2697 0.264
H -13.6494 20.3500 21.1654 0.340
H -12.6577 18.9986 21.7661 0.320
H -13.9128 18.7246 20.5810 0.330
C -15.9550 25.2466 19.1620 -0.881
C -16.8670 24.1731 18.9178 0.668
O -16.4743 23.0540 18.7522 -0.657
N -18.1727 24.3744 18.9856 -0.245
C -19.1409 23.2881 19.0198 -0.844
H -15.7533 25.7070 18.1948 0.231
H -15.0725 24.7761 19.5957 0.233
H -16.4256 25.8908 19.9046 0.355
H -18.5678 25.2418 19.3196 0.254
H -19.2179 22.9164 17.9980 0.275
H -20.0708 23.8280 19.1979 0.348
H -18.9124 22.6296 19.8578 0.264
C -3.9002 23.2200 15.2933 -0.953
C -3.9692 21.7647 14.7678 0.654
O -5.0211 21.1562 14.9969 -0.641
N -2.8885 21.2959 14.1534 -0.208
C -2.8252 19.8778 13.5651 -0.824
H -3.1781 23.7990 14.7177 0.334
H -3.7606 23.0496 16.3608 0.273
H -4.9140 23.6072 15.3952 0.270
H -1.9487 21.6343 14.3029 0.271
H -3.4193 19.1098 14.0604 0.282
H -1.8152 19.5224 13.3607 0.334
H -3.1806 19.8884 12.5347 0.260
C -10.8821 30.8208 24.2979 -0.858
C -11.6320 30.0820 23.1698 0.566
O -12.6977 29.6255 23.4170 -0.585
N -11.1487 30.1528 21.9242 -0.235
C -11.7980 29.4975 20.7727 -0.852
H -11.0121 30.1816 25.1712 0.268
H -11.3317 31.8106 24.3780 0.234
H -9.8360 30.8591 23.9942 0.310
H -10.1800 30.3276 21.6978 0.259
H -11.0287 29.6364 20.0132 0.337
H -12.6271 30.1577 20.5180 0.290
H -11.9015 28.4200 20.9011 0.266
```

Properties
Energy above the lowest of the compared OMol25 structures with the same formula, charge and spin in eV: 9.5604
Spin multiplicity: 1
Molecular weight in g mol⁻¹: 847.4
Total charge: +1
E_LUMO in eV: -8.61
HOMO level in eV: -10.8
E_tot in hartree: -2421.35520



No. 3
Formula: C31H36BrF2NO3Si
Source: OMol25
Level of theory: the ωB97M-V functional and the def2-TZVPD basis

```
75
Properties=species:S:1:pos:R:3:mulliken_charge:R:1
C 1.9333 -4.9543 1.1771 -0.939
O 1.9819 -4.3553 -0.0913 -0.204
C 3.2794 -4.3838 -0.6906 -0.684
Si 4.2604 -2.9273 -0.0058 0.014
C 3.6528 -1.2545 -0.5754 -0.151
C 4.1689 -0.1321 0.3121 -0.022
C 3.4812 1.1937 0.1186 -1.465
Br 6.0752 0.1514 0.0244 -0.137
N 6.0327 -3.0384 -0.3528 0.412
C 6.7378 -3.9330 0.4620 0.454
O 7.1601 -3.7329 1.5619 -0.466
F 6.8181 -5.1275 -0.1338 -0.230
C 6.4141 -3.1160 -1.6955 0.586
O 7.4928 -2.8833 -2.1528 -0.500
F 5.3665 -3.4340 -2.4644 -0.202
H 2.3501 -4.3256 1.9561 0.336
H 2.4613 -5.9017 1.1894 0.389
H 0.8996 -5.1438 1.4138 0.266
H 3.7613 -5.3348 -0.4821 0.421
H 3.1190 -4.3373 -1.7557 0.358
H 4.1232 -2.9589 1.4605 -0.214
H 3.9093 -1.0805 -1.6133 0.605
H 2.5707 -1.2723 -0.4863 -0.266
H 4.0703 -0.4385 1.3411 0.477
H 3.8986 1.9074 0.8101 0.447
H 3.6558 1.5366 -0.8909 0.371
H 2.4221 1.0707 0.2883 0.344
C -2.9291 -2.3158 1.2610 -0.462
C -1.7156 -1.6454 1.3264 -0.700
C -0.6868 -1.9926 0.4647 0.019
C -0.8688 -2.9957 -0.4708 0.049
C -2.0867 -3.6552 -0.5508 -0.653
C -3.1143 -3.3216 0.3221 -0.475
H -3.7346 -2.0440 1.9305 0.429
H -1.5744 -0.8486 2.0449 0.356
H 0.2596 -1.4679 0.5153 0.278
H -0.0638 -3.2480 -1.1452 0.342
H -2.2335 -4.4327 -1.2883 0.414
H -4.0629 -3.8387 0.2640 0.390
C -3.3939 1.1389 -1.8517 -0.264
C -2.4001 0.2428 -1.4859 -0.064
C -1.0953 0.4532 -1.9072 -0.216
C -0.7905 1.5499 -2.7009 -0.593
C -1.7877 2.4417 -3.0705 -0.454
C -3.0900 2.2379 -2.6421 -0.405
H -4.4107 0.9773 -1.5186 0.234
H -2.6436 -0.6151 -0.8783 0.283
H -0.3180 -0.2421 -1.6227 0.330
H 0.2272 1.7099 -3.0336 0.397
H -1.5493 3.2960 -3.6904 0.379
H -3.8684 2.9332 -2.9279 0.371
C -9.6108 1.9321 0.0176 -0.376
C -9.2989 1.0819 1.0685 -0.365
C -8.0269 0.5370 1.1660 -0.530
C -7.0673 0.8408 0.2115 -0.155
C -7.3815 1.6859 -0.8431 -0.157
C -8.6525 2.2330 -0.9392 -0.510
H -10.6015 2.3604 -0.0560 0.356
H -10.0476 0.8440 1.8122 0.357
H -7.7832 -0.1241 1.9870 0.352
H -6.0740 0.4173 0.2901 0.370
H -6.6354 1.9200 -1.5912 0.321
H -8.8967 2.8934 -1.7605 0.354
C 4.1130 6.3248 1.4882 -0.353
C 3.6497 6.4182 2.7925 -0.389
C 2.5308 5.6976 3.1855 -0.339
C 1.8738 4.8844 2.2734 -0.456
C 2.3339 4.7953 0.9679 -0.357
C 3.4540 5.5141 0.5750 -0.434
H 4.9881 6.8833 1.1835 0.364
H 4.1611 7.0532 3.5036 0.358
H 2.1711 5.7697 4.2034 0.358
H 1.0019 4.3198 2.5780 0.366
H 1.8191 4.1644 0.2607 0.511
H 3.8143 5.4422 -0.4431 0.366
```

Properties
Energy above the lowest of the compared OMol25 structures with the same formula, charge and spin in eV: 0.0000
Spin multiplicity: 1
Molecular weight in g mol⁻¹: 616.6
SMILES: COC[Si@H](C[C@H](C)Br)N(C(=O)F)C(=O)F.c1ccccc1.c1ccccc1.c1ccccc1.c1ccccc1
E_LUMO in eV: 0.43
HOMO level in eV: -9.4
E_tot in hartree: -4546.59970